[1]
The following is a quantum chemistry calculation of C62H59N4O10Se2SiTa as an isolated structure at a distorted geometry, from the OMol25 dataset.

Calculated values
Highest occupied orbital energy, eV: -8.78
Energy relative to the best compared isomer or geometry (same formula, charge and spin), eV: 0.751
2S+1: 1
Orbital gap, eV: 8.086
E_LUMO, eV: -0.7
Molar mass, g/mol: 1387.13

XYZ file:
```
139
Properties=species:S:1:pos:R:3:forces:R:3
Ta -0.187 0.041 0.420 2.10 -0.30 -2.77
C -6.088 2.895 -1.312 0.29 -0.09 0.00
C -5.077 2.067 -0.542 -0.48 0.06 0.11
C -5.573 1.735 0.864 0.20 0.00 -0.14
O -4.798 0.886 -1.293 0.07 -0.03 -0.07
C -3.415 0.603 -1.227 0.32 0.02 0.17
C -2.830 1.794 -0.430 0.14 -0.38 -0.01
O -3.851 2.761 -0.493 0.10 0.08 -0.05
C -1.510 2.362 -1.024 -0.69 0.87 0.00
O -0.488 1.412 -0.814 -0.44 0.79 -0.32
C -1.082 3.673 -0.353 0.03 -0.05 0.01
C -1.667 4.176 0.801 0.04 -0.02 -0.03
C -1.199 5.355 1.365 -0.01 0.02 0.03
C -0.147 6.043 0.782 -0.05 0.04 0.01
C 0.435 5.552 -0.378 0.02 0.02 -0.06
C -0.027 4.373 -0.937 -0.05 0.00 0.05
C -1.721 2.631 -2.513 0.33 -0.20 0.00
C -2.554 3.666 -2.929 0.03 -0.07 0.00
C -2.751 3.898 -4.281 -0.02 0.02 0.04
C -2.110 3.111 -5.228 0.02 0.00 -0.07
C -1.276 2.084 -4.817 0.02 -0.05 -0.03
C -1.087 1.840 -3.464 -0.02 0.10 0.14
C -3.092 -0.811 -0.629 -0.82 -0.01 -0.33
O -1.793 -0.740 -0.077 -1.92 -0.94 -0.49
C -4.137 -1.266 0.412 0.36 0.00 0.32
C -3.737 -1.561 1.708 -0.01 0.04 -0.19
C -4.642 -2.026 2.652 0.00 0.01 0.09
C -5.969 -2.211 2.312 -0.01 -0.06 0.02
C -6.379 -1.939 1.014 0.02 0.06 -0.08
C -5.475 -1.475 0.074 -0.03 -0.05 -0.04
C -3.185 -1.877 -1.724 0.31 0.03 -0.09
C -2.413 -3.028 -1.633 -0.06 0.01 0.05
C -2.605 -4.082 -2.515 0.07 0.00 0.02
C -3.560 -3.992 -3.515 -0.03 0.01 -0.03
C -4.302 -2.827 -3.640 -0.03 0.00 -0.05
C -4.118 -1.777 -2.755 0.11 0.12 0.01
H -7.040 2.368 -1.341 -0.04 0.04 -0.01
H -5.724 3.050 -2.327 -0.02 0.00 -0.01
H -6.215 3.860 -0.823 -0.06 0.00 0.02
H -6.393 1.022 0.800 -0.04 0.02 0.05
H -5.918 2.647 1.349 0.00 0.01 0.02
H -4.780 1.295 1.471 -0.03 -0.05 0.01
H -3.022 0.612 -2.247 -0.02 -0.02 0.04
H -2.644 1.492 0.608 -0.08 0.13 0.04
H -2.498 3.665 1.265 0.02 -0.03 0.02
H -1.669 5.741 2.260 0.02 -0.02 0.02
H 0.213 6.962 1.225 0.00 0.01 -0.01
H 1.243 6.094 -0.850 0.04 -0.04 0.02
H 0.430 3.987 -1.841 0.01 0.01 -0.01
H -3.040 4.281 -2.186 0.00 0.07 -0.03
H -3.403 4.702 -4.596 0.01 0.01 -0.01
H -2.253 3.304 -6.283 -0.02 -0.01 0.00
H -0.774 1.469 -5.555 0.00 0.00 -0.01
H -0.447 1.047 -3.107 0.03 0.00 -0.10
H -2.713 -1.411 1.987 0.02 -0.06 0.04
H -4.292 -2.229 3.656 -0.03 0.02 0.02
H -6.682 -2.574 3.042 0.01 0.01 0.02
H -7.412 -2.084 0.726 -0.01 -0.01 0.01
H -5.823 -1.267 -0.925 -0.02 -0.03 -0.02
H -1.642 -3.081 -0.879 0.04 -0.04 -0.07
H -1.993 -4.972 -2.430 0.00 -0.01 0.03
H -3.723 -4.816 -4.197 0.03 -0.01 -0.01
H -5.036 -2.736 -4.431 0.00 0.01 0.00
H -4.712 -0.879 -2.864 -0.02 0.01 -0.01
Se 4.346 -6.673 3.575 0.19 -0.27 0.21
N 2.620 -6.317 3.506 -0.63 0.10 0.05
C 2.441 -5.387 2.601 0.44 -0.20 0.23
C 1.152 -4.827 2.255 -0.29 0.30 -0.18
C -0.021 -5.243 2.885 0.10 0.05 -0.05
C -1.216 -4.707 2.471 0.01 -0.08 0.00
C -1.200 -3.790 1.423 -0.04 -0.04 0.05
N -0.100 -3.346 0.840 0.27 -0.11 0.02
C 1.077 -3.843 1.252 -0.29 -0.28 0.16
C 2.304 -3.348 0.602 0.39 -0.06 -0.15
N 2.176 -2.386 -0.320 0.10 -0.31 0.27
C 3.278 -1.934 -0.894 -0.06 -0.02 -0.07
C 4.563 -2.383 -0.600 0.02 -0.06 -0.05
C 4.704 -3.381 0.333 -0.08 -0.02 0.02
C 3.558 -3.887 0.943 -0.18 0.32 -0.23
C 3.634 -4.930 1.940 0.08 -0.35 0.33
N 4.747 -5.508 2.316 0.20 0.44 -0.42
H 0.041 -5.982 3.672 -0.02 0.00 0.02
H -2.155 -4.993 2.923 -0.02 -0.01 -0.02
H -2.136 -3.411 1.038 -0.03 0.09 0.08
H 3.138 -1.156 -1.630 0.06 0.10 -0.01
H 5.416 -1.949 -1.102 0.00 0.04 0.00
H 5.668 -3.783 0.614 0.03 0.02 -0.01
C 4.651 2.958 2.245 -0.02 -0.30 -0.19
C 3.197 2.470 2.191 -0.39 0.03 0.00
C 2.685 2.359 3.631 -0.04 -0.15 -0.12
C 2.358 3.515 1.444 0.09 -0.28 -0.10
Si 3.108 0.797 1.248 1.29 0.38 0.20
O 1.644 0.316 0.683 0.92 0.00 0.08
C 4.129 1.116 -0.321 -0.18 -0.08 0.15
C 5.523 1.096 -0.376 0.02 -0.09 0.01
C 6.209 1.498 -1.513 0.03 0.00 -0.01
C 5.508 1.937 -2.626 -0.03 -0.04 -0.02
C 4.120 1.959 -2.597 0.03 0.13 -0.05
C 3.440 1.554 -1.457 0.02 -0.03 0.20
C 3.749 -0.536 2.424 -0.13 0.07 -0.29
C 5.086 -0.658 2.807 0.03 0.07 -0.07
C 5.484 -1.578 3.766 0.04 0.03 0.01
C 4.541 -2.383 4.387 0.00 -0.05 0.02
C 3.205 -2.267 4.036 -0.04 -0.05 0.06
C 2.819 -1.362 3.057 0.06 0.09 -0.03
H 4.688 3.930 2.746 -0.03 0.00 0.05
H 5.074 3.075 1.247 0.06 0.09 0.03
H 5.281 2.264 2.808 0.06 0.06 0.03
H 2.854 3.305 4.154 0.01 0.02 -0.01
H 3.201 1.568 4.181 0.01 0.03 0.05
H 1.621 2.139 3.668 0.01 0.01 0.06
H 2.382 4.470 1.976 0.00 0.02 0.00
H 1.318 3.195 1.358 -0.05 0.12 0.01
H 2.746 3.679 0.434 -0.03 0.07 -0.01
H 6.090 0.766 0.486 0.04 0.02 -0.03
H 7.292 1.487 -1.527 0.00 -0.03 0.01
H 6.039 2.266 -3.510 0.00 0.00 -0.01
H 3.574 2.312 -3.463 -0.03 0.00 0.01
H 2.354 1.569 -1.432 0.00 0.06 -0.13
H 5.836 -0.015 2.363 0.05 -0.05 0.04
H 6.527 -1.651 4.049 0.01 0.00 -0.03
H 4.844 -3.090 5.149 0.00 0.00 0.00
H 2.458 -2.873 4.536 -0.03 -0.02 -0.02
H 1.774 -1.280 2.799 -0.09 -0.07 0.05
C 1.840 -0.432 -4.043 0.10 0.09 0.08
C 0.980 -1.132 -3.025 0.14 0.02 -0.16
C 0.432 -2.469 -3.387 -0.09 -0.11 0.15
O 0.749 -0.601 -1.954 -0.19 0.04 0.28
H 2.217 -1.119 -4.796 0.01 0.00 -0.03
H 2.665 0.089 -3.558 -0.07 -0.02 0.01
H 1.228 0.328 -4.537 -0.02 -0.02 -0.03
H 0.615 -2.743 -4.423 0.05 0.02 0.00
H -0.632 -2.475 -3.179 -0.16 -0.05 0.00
H 0.884 -3.206 -2.717 0.01 0.00 0.01
O 0.030 0.655 4.315 0.92 0.04 0.34
Se -0.830 0.436 3.010 -1.53 0.55 4.23
O -0.491 1.495 1.770 -0.05 0.31 -1.08
O -0.369 -0.931 2.174 0.10 -0.65 -0.11
O -2.392 0.470 3.264 -0.86 -0.01 -0.16
```
Positions in Å, forces in eV/Å.

Atom charges from the Mulliken analysis, given in e for atoms 1 to 99:
1 Ta 1.499
2 C -1.928
3 C 1.543
4 C -1.501
5 O -0.425
6 C -0.193
7 C -1.301
8 O -0.198
9 C 1.984
10 O 0.787
11 C -0.288
12 C -0.013
13 C -1.110
14 C -0.722
15 C -0.912
16 C -0.120
17 C 0.043
18 C -0.398
19 C -1.009
20 C -0.868
21 C -0.592
22 C 0.730
23 C 2.317
24 O -0.288
25 C 0.657
26 C -0.043
27 C -1.102
28 C -0.810
29 C -0.842
30 C -0.145
31 C 1.000
32 C -0.836
33 C -0.522
34 C -1.016
35 C -1.000
36 C -0.690
37 H 0.382
38 H 0.429
39 H 0.407
40 H 0.349
41 H 0.515
42 H 0.132
43 H 0.566
44 H 0.394
45 H 0.487
46 H 0.465
47 H 0.439
48 H 0.435
49 H 0.399
50 H 0.636
51 H 0.466
52 H 0.404
53 H 0.441
54 H -0.873
55 H 0.596
56 H 0.560
57 H 0.407
58 H 0.437
59 H 0.375
60 H -0.016
61 H 0.513
62 H 0.397
63 H 0.479
64 H 0.482
65 Se 0.212
66 N -0.968
67 C 1.070
68 C 0.893
69 C -0.991
70 C -1.451
71 C 0.127
72 N 0.151
73 C -0.583
74 C -0.577
75 N 0.692
76 C -0.606
77 C -1.333
78 C -0.968
79 C 0.639
80 C 0.878
81 N -0.904
82 H 0.546
83 H 0.570
84 H 0.518
85 H 0.616
86 H 0.532
87 H 0.518
88 C -1.717
89 C 3.005
90 C -1.757
91 C -2.239
92 Si -0.786
93 O 0.045
94 C 0.850
95 C -0.200
96 C -0.840
97 C -0.975
98 C -0.638
99 C -0.150


[2]
The following is a quantum chemistry calculation of C62H61AsN4O4PRbS3 as an isolated structure at a distorted geometry, from the OMol25 dataset.

Calculated values
Highest occupied orbital energy, eV: -1.84
Energy relative to the best compared isomer or geometry (same formula, charge and spin), eV: 1.606
2S+1: 1
Total charge: -2
Orbital gap, eV: 5.172
E_LUMO, eV: 3.3
Molar mass, g/mol: 1213.76

XYZ file:
```
137
Properties=species:S:1:pos:R:3:forces:R:3
Rb 0.093 -0.768 -1.610 -0.20 -1.72 0.93
C 0.290 -5.220 -1.514 -0.03 0.17 -0.15
C 0.186 -4.751 -2.930 0.30 -0.04 0.02
C -0.769 -5.250 -3.801 0.02 -0.07 -0.10
C -0.851 -4.790 -5.103 -0.01 -0.12 -0.04
C 0.050 -3.838 -5.550 -0.06 -0.09 -0.04
C 1.027 -3.316 -4.715 0.05 -0.08 0.14
C 1.981 -2.265 -5.184 -0.09 0.18 0.12
C 1.078 -3.767 -3.385 -0.68 -0.70 -0.89
N 1.898 -3.130 -2.487 0.57 0.77 0.77
C 3.121 -3.334 -2.245 -0.63 -0.87 -0.85
C 3.915 -4.457 -2.873 -0.28 0.13 -0.04
C 3.793 -2.460 -1.266 0.63 0.82 0.98
C 5.282 -2.624 -1.042 -0.20 0.15 0.11
N 3.086 -1.624 -0.635 -0.69 -0.63 -0.87
C 3.523 -0.744 0.331 0.55 0.80 0.84
C 3.401 -1.111 1.678 0.11 -0.15 -0.13
C 2.864 -2.466 2.022 -0.03 0.16 -0.08
C 3.783 -0.206 2.656 0.03 0.05 -0.01
C 4.238 1.056 2.316 0.16 -0.01 0.02
C 4.321 1.418 0.983 0.03 0.01 0.17
C 3.980 0.533 -0.028 -0.02 -0.24 0.00
C 4.096 0.924 -1.464 -0.23 0.02 -0.03
H -0.441 -5.992 -1.293 -0.08 -0.03 0.05
H 0.127 -4.386 -0.833 -0.01 -0.03 0.17
H 1.286 -5.613 -1.311 0.11 -0.07 0.09
H -1.473 -5.997 -3.455 0.01 -0.05 0.11
H -1.612 -5.178 -5.767 -0.04 0.02 -0.04
H -0.018 -3.482 -6.568 0.06 0.09 -0.11
H 1.869 -2.096 -6.252 0.01 0.03 -0.09
H 3.014 -2.551 -4.981 0.11 -0.01 -0.04
H 1.795 -1.324 -4.651 0.10 0.04 -0.07
H 3.286 -4.979 -3.591 0.03 -0.03 -0.04
H 4.223 -5.163 -2.102 0.11 -0.05 0.04
H 4.804 -4.085 -3.379 0.09 0.01 0.00
H 5.846 -2.412 -1.948 0.03 -0.03 -0.15
H 5.521 -3.637 -0.722 0.03 -0.11 -0.02
H 5.608 -1.929 -0.270 -0.01 0.00 0.02
H 1.835 -2.560 1.669 -0.12 -0.12 0.06
H 2.876 -2.631 3.097 -0.03 -0.02 0.08
H 3.440 -3.254 1.537 0.06 -0.13 0.00
H 3.684 -0.488 3.695 -0.02 -0.04 0.09
H 4.534 1.762 3.081 -0.08 0.00 0.05
H 4.647 2.415 0.717 0.06 0.06 -0.04
H 4.451 1.950 -1.536 0.04 0.07 -0.11
H 3.130 0.851 -1.973 0.09 0.01 -0.09
H 4.792 0.270 -1.993 0.07 -0.02 -0.11
O 0.897 2.574 -4.230 -0.07 -0.18 -0.11
S 0.605 1.437 -3.361 0.61 1.86 -0.25
O -0.718 0.837 -3.638 -0.39 -0.08 -0.11
O 1.642 0.381 -3.460 0.19 -0.04 -0.18
O 0.608 1.928 -1.906 0.04 -0.12 -1.87
S -5.642 -4.144 -5.087 0.23 0.19 0.19
C -4.232 -3.536 -4.146 -0.26 -0.08 -0.30
C -3.416 -2.565 -4.701 0.00 -0.05 0.10
C -2.378 -2.065 -3.922 -0.14 0.15 -0.32
N -2.143 -2.493 -2.693 0.34 0.29 0.17
C -2.918 -3.430 -2.180 -0.28 -0.36 0.26
C -3.991 -3.989 -2.861 0.09 0.08 -0.09
C -6.742 -2.805 -4.664 -0.15 -0.03 -0.03
C -7.088 -1.845 -5.610 0.15 -0.39 0.25
C -7.973 -0.854 -5.234 -0.25 0.23 0.05
N -8.520 -0.767 -4.026 -0.05 0.14 -0.03
C -8.162 -1.678 -3.126 -0.15 0.13 0.13
C -7.284 -2.711 -3.384 0.16 -0.03 -0.40
H -3.599 -2.205 -5.703 0.06 0.06 -0.03
H -1.731 -1.275 -4.286 0.07 0.11 -0.06
H -2.674 -3.749 -1.176 0.06 -0.03 0.22
H -4.620 -4.740 -2.409 0.00 -0.08 0.07
H -6.667 -1.878 -6.603 0.02 0.01 -0.08
H -8.271 -0.082 -5.933 0.03 0.01 -0.10
H -8.616 -1.569 -2.149 0.03 -0.05 0.08
H -7.019 -3.425 -2.621 0.00 -0.06 0.07
C 0.819 3.441 0.327 0.16 -0.20 -0.17
C 0.093 4.345 1.306 -0.07 0.09 0.04
As 1.026 6.064 1.550 -0.03 -0.16 0.21
C 2.798 5.379 2.060 -0.08 0.04 -0.13
C 3.840 5.515 1.150 -0.24 0.12 -0.15
C 5.128 5.140 1.489 0.20 0.03 -0.03
C 5.390 4.617 2.743 0.12 -0.07 -0.02
C 4.349 4.413 3.632 0.06 0.02 0.12
C 3.063 4.795 3.293 -0.15 0.01 0.11
C 0.477 6.441 3.404 0.01 0.11 -0.12
C 1.280 7.278 4.175 0.12 0.08 -0.23
C 0.983 7.531 5.501 0.06 0.10 0.08
C -0.137 6.955 6.079 -0.06 0.02 0.12
C -0.969 6.158 5.313 -0.10 0.04 0.19
C -0.665 5.908 3.985 -0.04 -0.12 -0.29
P 0.153 1.694 0.263 -0.03 0.25 1.92
C 0.197 1.314 2.100 0.21 -0.11 -0.18
C -0.594 0.254 2.554 -0.08 0.08 -0.18
C -0.534 -0.191 3.859 -0.08 -0.13 0.19
C 0.365 0.388 4.745 0.04 0.01 0.13
C 1.217 1.379 4.292 0.05 0.02 0.25
C 1.144 1.823 2.984 -0.13 0.16 -0.18
C -1.634 2.184 0.189 -0.07 -0.07 -0.03
C -2.202 2.427 -1.062 0.16 -0.06 -0.06
C -3.519 2.838 -1.174 -0.20 0.10 0.02
C -4.303 3.009 -0.045 -0.10 0.02 -0.09
C -3.753 2.768 1.203 -0.09 0.04 0.14
C -2.433 2.371 1.320 -0.06 -0.07 0.02
H 1.885 3.363 0.562 -0.02 -0.01 -0.04
H 0.735 3.815 -0.696 0.09 -0.10 0.07
H -0.024 3.854 2.275 0.03 0.16 -0.01
H -0.907 4.567 0.921 0.09 0.08 0.09
H 3.628 5.918 0.164 0.08 0.03 0.04
H 5.932 5.260 0.776 0.06 0.02 -0.07
H 6.402 4.357 3.025 0.05 -0.09 -0.03
H 4.541 3.952 4.592 -0.02 0.01 0.07
H 2.259 4.646 4.002 -0.01 -0.02 0.03
H 2.167 7.716 3.725 -0.02 -0.01 0.09
H 1.625 8.176 6.089 0.04 -0.01 0.00
H -0.357 7.128 7.125 -0.04 0.03 0.03
H -1.857 5.724 5.754 -0.03 -0.06 0.00
H -1.322 5.277 3.400 -0.02 -0.08 0.01
H -1.282 -0.216 1.858 -0.04 -0.12 0.08
H -1.184 -0.989 4.194 -0.02 -0.08 -0.07
H 0.402 0.054 5.776 0.03 -0.02 0.00
H 1.946 1.820 4.962 0.09 0.00 0.06
H 1.845 2.575 2.649 0.00 0.05 -0.02
H -1.592 2.291 -1.943 -0.06 -0.01 -0.09
H -3.942 3.028 -2.151 0.02 -0.02 -0.12
H -5.335 3.324 -0.134 -0.05 0.00 -0.02
H -4.356 2.891 2.096 0.00 0.02 0.02
H -2.033 2.203 2.311 -0.01 0.00 -0.07
S -0.726 -3.428 1.378 0.38 0.04 -0.73
C -1.788 -3.323 2.718 0.04 -0.09 -0.18
C -3.013 -2.644 2.635 0.01 0.02 0.03
C -3.880 -2.628 3.705 -0.24 0.07 0.16
C -3.558 -3.275 4.892 -0.23 0.03 0.24
C -2.341 -3.936 4.990 -0.11 -0.03 0.24
C -1.468 -3.959 3.927 -0.05 0.06 0.07
H -3.266 -2.134 1.714 0.03 -0.04 -0.02
H -4.828 -2.109 3.614 -0.02 0.04 0.03
H -4.247 -3.262 5.729 0.00 0.00 0.01
H -2.078 -4.446 5.910 0.02 -0.01 0.07
H -0.519 -4.472 4.002 0.05 -0.04 -0.03
```
Positions in Å, forces in eV/Å.

Atom charges from the Mulliken analysis, given in e for atoms 1 to 99:
1 Rb 0.959
2 C -1.321
3 C 0.951
4 C -1.012
5 C -0.747
6 C -1.156
7 C 1.719
8 C -1.158
9 C -1.046
10 N 1.613
11 C 0.446
12 C -2.074
13 C 0.722
14 C -2.105
15 N 1.198
16 C -0.551
17 C 1.070
18 C -1.473
19 C -0.614
20 C -1.097
21 C -0.892
22 C 1.387
23 C -1.544
24 H 0.464
25 H -0.043
26 H 0.304
27 H 0.353
28 H 0.455
29 H 0.358
30 H 0.449
31 H 0.220
32 H 0.173
33 H 0.438
34 H 0.411
35 H 0.425
36 H 0.390
37 H 0.452
38 H 0.446
39 H 0.195
40 H 0.459
41 H 0.261
42 H 0.317
43 H 0.306
44 H 0.259
45 H 0.377
46 H 0.440
47 H 0.278
48 O -0.938
49 S 1.562
50 O -0.583
51 O -0.756
52 O -1.331
53 S -0.196
54 C 0.186
55 C -0.930
56 C -0.405
57 N 0.478
58 C -0.536
59 C -0.484
60 C 0.430
61 C -0.185
62 C -0.338
63 N -0.620
64 C -0.406
65 C -0.262
66 H 0.502
67 H 0.363
68 H 0.386
69 H 0.538
70 H 0.386
71 H 0.351
72 H 0.364
73 H 0.317
74 C -1.711
75 C -0.359
76 As 0.100
77 C -0.177
78 C -0.373
79 C -0.705
80 C -0.252
81 C -0.903
82 C 0.495
83 C -0.154
84 C -0.152
85 C -0.627
86 C -0.410
87 C -0.734
88 C -0.018
89 P 1.133
90 C 0.700
91 C -0.683
92 C -0.506
93 C -1.007
94 C -0.584
95 C 0.390
96 C 0.572
97 C -0.511
98 C -0.822
99 C -0.566